i | {"formula": "C6H9NO", "method": "ωB97M-V with the def2-TZVPD basis set", "smiles": "C=CC(=O)N1C[C@@H]1C", "e_homo_ev": -9.568, "symbols": ["C", "C", "C", "C", "C", "C", "H", "H", "H", "H", "H", "H", "H", "H", "H", "N", "O"], "coordinates": [[1.22825, 1.30171, 0.68008], [1.36555, 0.09669, -0.46747], [1.80000, -1.32184, -0.05805], [-0.79944, -1.00021, -0.07347], [-1.58089, 0.13175, -0.40705], [-2.85953, 0.42847, -0.12604], [0.25884, 1.89979, 0.31042], [0.99637, 1.04331, 1.81502], [2.36209, 1.77973, 0.52631], [1.76278, 0.38453, -1.42114], [1.66949, -1.46884, 0.99282], [2.21679, -2.16869, -0.59586], [-0.96256, 1.01834, -0.95476], [-3.44779, -0.43088, 0.45380], [-3.26671, 1.17285, -0.69101], [0.52563, -0.99533, -0.65744], [-1.26886, -1.87138, 0.67382]]}


ii | {"formula": "C6H9NO", "method": "ωB97M-V with the def2-TZVPD basis set", "e_homo_ev": [-7.720, -6.500], "symbols": ["C", "C", "C", "C", "C", "C", "N", "O", "H", "H", "H", "H", "H", "H", "H", "H", "H"], "coordinates": [[1.29020, 0.71329, 0.01670], [2.02661, 1.92121, 0.11144], [-0.25432, -1.15910, 0.03282], [1.19131, -1.60770, -0.09637], [-0.16962, 0.40072, -0.00020], [-2.38403, 0.52892, -0.02396], [2.02669, -0.40474, -0.01032], [-1.20329, 1.18932, 0.09641], [1.73195, 2.96069, 0.19317], [2.99449, 1.60070, -0.06691], [-0.97686, -1.48752, -0.67439], [-0.69442, -1.50879, 1.01639], [1.57760, -2.27800, 0.60806], [1.32078, -1.86050, -1.15535], [-2.48273, -0.31870, 0.68770], [-2.61245, 0.20432, -0.99421], [-3.38193, 1.10589, 0.25900]]}


iii | {"formula": "C6H9NO", "method": "ωB97M-V with the def2-TZVPD basis set", "e_homo_ev": -8.774, "symbols": ["C", "C", "C", "C", "C", "C", "H", "H", "H", "H", "H", "H", "H", "H", "H", "N", "O"], "coordinates": [[0.01367, 1.01752, -0.03145], [-1.16151, 0.03784, -0.27233], [0.62985, 0.03871, -1.07051], [0.56946, -1.20538, -0.40859], [0.45080, -1.39932, 1.16199], [-0.81992, -1.31118, 0.31799], [-0.36986, 3.01615, 0.73306], [0.76919, 2.93348, -0.80307], [0.13775, 1.00738, 1.05256], [-2.13401, 0.38103, -0.06481], [1.51921, 0.37747, -1.65567], [1.03200, -2.01333, -0.86534], [0.95581, -0.69704, 1.74182], [0.74180, -2.41796, 1.68816], [-1.54124, -2.06857, 0.46984], [-0.10352, 2.47216, -0.25269], [-0.68951, -0.16895, -1.74093]]}


iv | {"formula": "C6H9NO", "method": "ωB97M-V with the def2-TZVPD basis set", "smiles": "C1=C[C@H]2CNC[C@@H]1O2", "e_homo_ev": -8.124, "symbols": ["C", "C", "C", "C", "C", "C", "H", "H", "H", "H", "H", "H", "H", "H", "H", "N", "O"], "coordinates": [[1.16731, -1.31292, 0.18439], [1.10777, 1.36838, 0.15965], [-0.48170, 1.04915, 0.17634], [-0.44811, -1.01057, 0.27516], [-2.07315, -0.77447, 0.01585], [-2.13003, 0.58078, 0.12641], [1.62332, -2.07280, -0.38944], [1.42859, -1.79971, 1.21117], [2.27021, 0.03919, -0.95204], [1.19242, 2.00865, -0.71878], [1.44803, 2.09605, 1.02733], [-0.44224, 0.81618, -0.90774], [-0.36951, -0.84901, -0.68483], [-2.77153, -1.28136, -0.63910], [-3.06345, 1.22424, 0.08319], [1.70944, -0.08694, -0.05143], [-0.16738, 0.00516, 1.08385]]}


Most stable: i. Least stable: iv.


i | {"formula": "C6H10NO2", "method": "ωB97M-V with the def2-TZVPD basis set", "smiles": "C/[NH+]=C/C=C\\C=C(O)O", "e_homo_ev": -12.476, "charge": 1, "symbols": ["C", "C", "C", "C", "C", "C", "N", "O", "O", "H", "H", "H", "H", "H", "H", "H", "H", "H", "H"], "coordinates": [[-0.68468, -1.15265, 1.54495], [-1.61285, -0.76590, 0.55703], [0.63487, -0.82323, 1.69886], [-1.44170, -0.30073, -0.74586], [1.20794, 0.45424, 1.44795], [-0.09778, 0.39851, -2.65052], [-0.26449, -0.11914, -1.32469], [0.69505, 1.57286, 0.87862], [2.47064, 0.57556, 1.73904], [-0.81683, -2.00759, 2.20135], [-2.59645, -1.07538, 0.62981], [1.28451, -1.35020, 2.32289], [-2.20305, 0.15986, -1.32187], [0.83090, 1.05302, -2.56593], [0.17500, -0.40969, -3.45026], [-0.95542, 0.89505, -2.95227], [0.68419, -0.38937, -1.03851], [-0.17265, 1.82179, 1.27314], [2.86280, 1.46299, 1.75626]]}


ii | {"formula": "C6H10NO2", "method": "ωB97M-V with the def2-TZVPD basis set", "smiles": "O=C1[C@H](O)C[NH2+]C12CC2", "e_homo_ev": -13.729, "charge": 1, "symbols": ["C", "C", "C", "C", "C", "C", "N", "O", "O", "H", "H", "H", "H", "H", "H", "H", "H", "H", "H"], "coordinates": [[1.06784, 0.54975, 1.04310], [0.64201, -1.86047, 0.31826], [-0.95026, 0.77990, -1.12729], [-1.53826, 1.51656, 0.10457], [1.98034, -0.77649, 0.68228], [-0.33688, 0.56661, 0.28763], [-0.48311, -0.97871, 0.68178], [1.24313, 1.26945, 1.96455], [2.61098, -0.76869, -0.57020], [0.70067, -1.75856, -0.74758], [0.59052, -2.89835, 0.70490], [-1.39134, 0.00324, -1.73193], [-0.33295, 1.41391, -1.79741], [-1.36456, 2.57866, -0.14655], [-2.51081, 1.14747, 0.58728], [2.84159, -0.95859, 1.46046], [-1.24554, -1.33517, 0.17989], [-0.45038, -1.02290, 1.74510], [3.50070, -1.23263, -0.69395]]}


Most stable: i. Least stable: ii.


i | {"formula": "C3H9NS", "method": "ωB97M-V with the def2-TZVPD basis set", "e_homo_ev": -7.258, "symbols": ["C", "S", "H", "H", "H", "C", "C", "N", "H", "H", "H", "H", "H", "H"], "coordinates": [[1.15520, -2.43272, 0.44639], [0.00587, -1.47478, -0.68027], [1.41587, -3.39101, -0.00160], [0.62865, -2.70986, 1.36000], [1.98851, -1.78806, 0.69621], [0.00660, 2.09636, -0.73218], [-1.39490, 0.30962, 0.16847], [-0.53930, 1.28598, 0.33312], [0.08435, 3.11518, -0.34963], [0.97239, 1.70298, -1.06245], [-0.59785, 2.07021, -1.64038], [-1.95108, 0.16779, -0.74507], [-1.67011, -0.35122, 0.97787], [-0.10420, 1.39951, 1.22951]]}


ii | {"formula": "C3H9NS", "method": "ωB97M-V with the def2-TZVPD basis set", "smiles": "C=N.CSC", "e_homo_ev": -8.522, "symbols": ["C", "N", "H", "H", "H", "C", "S", "C", "H", "H", "H", "H", "H", "H"], "coordinates": [[1.33498, -1.82745, -3.79163], [1.63178, -1.78482, -2.53454], [1.99194, -1.36251, -4.50113], [0.50665, -2.29037, -4.19753], [0.88103, -2.12405, -1.95946], [-1.10885, 0.42199, 0.53556], [0.15779, 1.48062, 1.42754], [-0.29939, 1.68728, 3.11807], [-1.02453, 0.79300, -0.47510], [-2.07373, 0.52857, 0.84421], [-0.85087, -0.63712, 0.57352], [0.60717, 1.60265, 3.70997], [-0.89219, 2.63774, 3.45884], [-0.86177, 0.87446, 3.79166]]}


Most stable: i. Least stable: ii.


i | {"formula": "C3H9NS", "method": "ωB97M-V with the def2-TZVPD basis set", "smiles": "C=N.CSC", "e_homo_ev": -8.376, "symbols": ["C", "N", "H", "H", "H", "C", "S", "C", "H", "H", "H", "H", "H", "H"], "coordinates": [[-2.03346, -4.14456, -1.42929], [-1.90234, -4.44315, -0.22031], [-2.52467, -3.23084, -1.75617], [-1.84146, -4.82909, -2.26810], [-1.61529, -5.39763, -0.02578], [1.62467, 1.34434, -0.04598], [2.04465, 3.04802, 0.38358], [0.55457, 3.57258, 1.27242], [2.05316, 1.07497, -1.00855], [0.57326, 1.06405, -0.05833], [2.10519, 0.72818, 0.71366], [0.65016, 4.64713, 1.43890], [-0.30050, 3.34077, 0.71600], [0.61207, 3.22524, 2.28793]]}


ii | {"formula": "C3H9NS", "method": "ωB97M-V with the def2-TZVPD basis set", "smiles": "C=N.CSC", "e_homo_ev": -8.509, "symbols": ["C", "N", "H", "H", "H", "C", "S", "C", "H", "H", "H", "H", "H", "H"], "coordinates": [[-0.31641, 2.55697, -0.63489], [-0.64987, 2.02892, -1.73274], [0.61731, 2.98954, -0.27235], [-1.13582, 2.56416, 0.10004], [-1.53118, 1.53084, -1.66984], [1.09637, -0.90937, 1.50529], [1.34816, -1.40951, -0.23399], [-0.43841, -1.65845, -0.58191], [0.75501, 0.10821, 1.68028], [0.44096, -1.69399, 1.86966], [2.09846, -0.93478, 1.94618], [-0.85765, -2.46378, 0.02691], [-0.57008, -2.03854, -1.59312], [-0.85687, -0.67023, -0.40952]]}


Most stable: i. Least stable: ii.


i | {"formula": "C3H9NS", "method": "ωB97M-V with the def2-TZVPD basis set", "e_homo_ev": -9.130, "symbols": ["C", "C", "C", "S", "N", "H", "H", "H", "H", "H", "H", "H", "H", "H"], "coordinates": [[2.20028, 0.71002, -0.21300], [0.90193, 0.10512, 0.24498], [-0.30784, 0.56868, -0.51556], [-1.93142, 0.02051, 0.06600], [0.90556, -1.39052, 0.22254], [2.20248, 0.73572, -1.31378], [2.24284, 1.79127, 0.08184], [3.14137, 0.28549, 0.14802], [0.69282, 0.39262, 1.32570], [-0.28859, 0.14008, -1.53854], [-0.46157, 1.64202, -0.56901], [-1.26370, -0.54943, 1.69740], [1.33376, -1.74199, 1.07071], [-0.07600, -1.61951, 0.32891]]}


ii | {"formula": "C3H9NS", "method": "ωB97M-V with the def2-TZVPD basis set", "smiles": "NCCCS", "e_homo_ev": -9.082, "symbols": ["C", "C", "C", "S", "N", "H", "H", "H", "H", "H", "H", "H", "H", "H"], "coordinates": [[-1.45557, 0.31519, 0.61030], [-0.24545, -0.58870, 0.82040], [1.06312, 0.16602, 0.64664], [1.60163, 0.31568, -1.11221], [-2.63482, -0.51134, 0.34306], [-1.27943, 1.01079, -0.21918], [-1.61068, 0.93846, 1.48829], [-0.26748, -0.87495, 1.85801], [-0.29596, -1.44515, 0.16197], [1.84471, -0.14789, 1.33000], [0.92312, 1.22109, 0.90316], [2.60675, -0.56162, -0.99870], [-2.46804, -1.01729, -0.51467], [-3.49161, 0.00575, 0.28672]]}


Most stable: ii. Least stable: i.


i | {"formula": "C3H9NS", "method": "ωB97M-V with the def2-TZVPD basis set", "smiles": "C/C=C/N.S", "e_homo_ev": -8.530, "symbols": ["S", "H", "C", "C", "C", "N", "H", "H", "H", "H", "H", "H", "H", "H"], "coordinates": [[2.82253, 0.96378, 1.92232], [2.20239, 2.01012, 1.38729], [-1.70954, 0.50148, -1.51177], [-1.09170, -0.15895, -0.32055], [0.19425, -0.44327, -0.21727], [0.80427, -1.05318, 0.92142], [-0.95462, 0.93912, -2.15968], [-2.27904, -0.22750, -2.09408], [-2.39999, 1.29082, -1.20822], [-1.75214, -0.53777, 0.44784], [0.89448, -0.14450, -0.98400], [0.13676, -1.28631, 1.64601], [1.34819, -1.86488, 0.68011], [1.78419, 0.01103, 1.49057]]}


ii | {"formula": "C3H9NS", "method": "ωB97M-V with the def2-TZVPD basis set", "smiles": "CNCCS", "e_homo_ev": -8.789, "symbols": ["C", "N", "C", "C", "S", "H", "H", "H", "H", "H", "H", "H", "H", "H"], "coordinates": [[1.62414, -0.64732, 0.25655], [0.92714, -0.45310, -1.00428], [-0.62538, -0.02652, -1.04456], [-1.15867, 0.81497, 0.12735], [-1.95650, -0.32245, 1.28562], [2.58082, -1.03901, -0.00333], [1.20869, -1.42360, 0.83485], [1.85052, 0.30918, 0.77262], [1.46028, 0.18166, -1.49190], [-0.64581, 0.44800, -1.99910], [-1.12727, -0.88172, -1.13704], [-0.33115, 1.14440, 0.74736], [-1.76352, 1.76233, 0.11703], [-2.04328, 0.13317, 2.53883]]}


Most stable: i. Least stable: ii.